# 1
DFT (the ωB97M-V functional and the def2-TZVPD basis) results for an isolated molecule of C19H23N3O3.

Output
F_max, Eh/bohr: 0.01755
SMILES string: CC(C)(C)c1ccc(OCC(=O)NNC(=O)Nc2ccccc2)cc1

Positions of all 48 atoms, in Å:
C1 -3.2922 1.8580 1.9961
C2 -1.8373 1.5250 1.6369
C3 -1.2471 2.6352 0.7552
C4 -1.0313 1.4627 2.9365
C5 -1.7885 0.2226 0.8560
C6 -0.9811 -0.8457 1.2160
C7 -0.9128 -2.0047 0.4559
C8 -1.6971 -2.1337 -0.6795
O1 -1.7255 -3.2367 -1.5049
C9 -0.7179 -4.2048 -1.3468
C10 0.6781 -3.6707 -1.6911
O2 1.6999 -4.1113 -1.2261
N1 0.6169 -2.6451 -2.5816
N2 1.7180 -2.0049 -3.1176
C11 2.3663 -0.9191 -2.5497
O3 3.3134 -0.4307 -3.1168
N3 1.8006 -0.4723 -1.3902
C12 2.2656 0.6190 -0.6423
C13 2.1736 0.5703 0.7449
C14 2.5957 1.6435 1.5071
C15 3.1105 2.7735 0.8944
C16 3.2078 2.8187 -0.4860
C17 2.7877 1.7509 -1.2579
C18 -2.5271 -1.0779 -1.0470
C19 -2.5593 0.0769 -0.2965
H1 -3.8992 2.0154 1.1094
H2 -3.7325 1.0474 2.5730
H3 -3.3287 2.7659 2.5939
H4 -1.2673 3.5844 1.2857
H5 -0.2144 2.4056 0.4991
H6 -1.8113 2.7462 -0.1669
H7 -1.3978 0.6709 3.5861
H8 0.0240 1.3051 2.7323
H9 -1.1300 2.4068 3.4679
H10 -0.3808 -0.7989 2.1093
H11 -0.2515 -2.7968 0.7738
H12 -0.7017 -4.6371 -0.3401
H13 -0.9632 -5.0024 -2.0551
H14 -0.2888 -2.3726 -2.9504
H15 2.2497 -2.4970 -3.8248
H16 1.1769 -1.0997 -0.9001
H17 1.7829 -0.3179 1.2186
H18 2.5323 1.5948 2.5847
H19 3.4388 3.6109 1.4913
H20 3.6127 3.6951 -0.9694
H21 2.8747 1.7811 -2.3309
H22 -3.1398 -1.1851 -1.9286
H23 -3.2019 0.8791 -0.6238

***

# 2
DFT (the ωB97M-V functional and the def2-TZVPD basis) results for an isolated molecule of C19H23N3O3.

Output
F_max, Eh/bohr: 0.02540
SMILES string: CCCC(=O)N1CCN(c2ccc(NC(=O)c3ccco3)cc2)CC1

Positions of all 48 atoms, in Å:
C1 0.5593 1.2493 2.2252
C2 1.5907 0.4436 3.0055
C3 2.0991 -0.7479 2.1940
C4 3.0441 -0.3018 1.0909
O1 3.4144 0.8489 0.9702
N1 3.5165 -1.2715 0.2580
C5 3.0513 -2.6336 0.1417
C6 2.4978 -2.8327 -1.2958
N2 2.0943 -1.5706 -1.8675
C7 0.8821 -0.9972 -1.5013
C8 0.4670 0.2098 -2.0769
C9 -0.7388 0.7943 -1.7577
C10 -1.6020 0.1795 -0.8556
N3 -2.8334 0.7230 -0.4804
C11 -3.4382 1.8601 -0.9236
O2 -2.9903 2.6261 -1.7548
C12 -4.7458 2.0919 -0.2837
C13 -5.6355 3.1171 -0.4746
C14 -6.7270 2.8581 0.3820
C15 -6.4270 1.6991 1.0311
O3 -5.2353 1.2250 0.6398
C16 -1.2250 -1.0421 -0.3089
C17 -0.0110 -1.6194 -0.6229
C18 3.2539 -0.7266 -2.0993
C19 4.2501 -0.8592 -0.9214
H1 0.2085 2.0918 2.8160
H2 1.0007 1.6313 1.3091
H3 -0.2965 0.6296 1.9621
H4 1.1470 0.0787 3.9349
H5 2.4351 1.0866 3.2564
H6 1.2418 -1.2588 1.7506
H7 2.6320 -1.4494 2.8414
H8 3.8918 -3.3172 0.3179
H9 2.2881 -2.8381 0.8881
H10 1.6660 -3.5363 -1.3064
H11 3.2811 -3.2376 -1.9436
H12 1.0885 0.7025 -2.8076
H13 -1.0244 1.7276 -2.2124
H14 -3.3464 0.1850 0.2055
H15 -5.5070 3.9406 -1.1455
H16 -7.6110 3.4503 0.4991
H17 -6.9611 1.1312 1.7675
H18 -1.8879 -1.5488 0.3803
H19 0.2218 -2.5706 -0.1710
H20 2.9394 0.3109 -2.1789
H21 3.7360 -1.0233 -3.0380
H22 5.0195 -1.6081 -1.1281
H23 4.7256 0.0984 -0.7116

***

# 3
DFT (the ωB97M-V functional and the def2-TZVPD basis) results for an isolated molecule of C19H23N3O3.

Output
F_max, Eh/bohr: 0.01786
SMILES string: O=C(Nc1ccccc1C(=O)NCc1ccco1)NC1CCCCC1

Positions of all 48 atoms, in Å:
O1 0.0744 -1.6207 0.5133
C1 -0.9066 -1.3178 1.1603
N1 -2.1728 -1.2341 0.6043
C2 -2.4047 -1.1887 -0.7675
C3 -3.5105 -1.8319 -1.3158
C4 -3.7325 -1.7995 -2.6791
C5 -2.8479 -1.1360 -3.5137
C6 -1.7568 -0.4785 -2.9735
C7 -1.5323 -0.4828 -1.6033
C8 -0.4392 0.3547 -1.0174
O2 -0.6434 1.1809 -0.1462
N2 0.7634 0.1769 -1.6045
C9 1.9552 0.8405 -1.1140
C10 2.7044 1.4869 -2.2303
C11 2.5219 2.6766 -2.8731
C12 3.5140 2.7397 -3.8818
C13 4.2225 1.5839 -3.7788
O3 3.7395 0.8185 -2.7863
N3 -0.8961 -1.1065 2.5038
C14 0.3696 -0.8822 3.1802
C15 0.7804 0.5945 3.1113
C16 -0.0999 1.4736 3.9953
C17 -0.0963 0.9698 5.4352
C18 -0.5806 -0.4755 5.4964
C19 0.2977 -1.3726 4.6269
H1 -2.9745 -1.3546 1.2035
H2 -4.1937 -2.3583 -0.6644
H3 -4.5955 -2.3001 -3.0925
H4 -3.0157 -1.1199 -4.5798
H5 -1.0856 0.0746 -3.6147
H6 0.8953 -0.6336 -2.1885
H7 1.6108 1.5946 -0.4015
H8 2.6030 0.1201 -0.6032
H9 1.7773 3.4125 -2.6502
H10 3.6746 3.5351 -4.5802
H11 5.0610 1.2041 -4.3281
H12 -1.6883 -0.6283 2.9039
H13 1.0997 -1.4804 2.6246
H14 0.7086 0.9264 2.0739
H15 1.8205 0.6824 3.4309
H16 0.2662 2.5012 3.9593
H17 -1.1216 1.4820 3.6090
H18 -0.7349 1.6031 6.0548
H19 0.9191 1.0259 5.8345
H20 -0.5545 -0.8340 6.5277
H21 -1.6188 -0.5278 5.1600
H22 -0.0805 -2.3965 4.6417
H23 1.3103 -1.3813 5.0343

***

# 4
DFT (the ωB97M-V functional and the def2-TZVPD basis) results for an isolated molecule of C19H23N3O3.

Output
F_max, Eh/bohr: 0.02912
SMILES string: CCN(CC)CCNC(=O)c1cc2cc3ccc(OC)cc3nc2o1

Positions of all 48 atoms, in Å:
C1 -4.8604 -2.2794 -1.9250
C2 -3.5813 -1.8051 -1.2247
N1 -3.7750 -0.8717 -0.1343
C3 -4.3102 -1.4583 1.0859
C4 -3.2443 -1.5113 2.1810
C5 -4.3678 0.3937 -0.5157
C6 -3.8551 1.5107 0.4006
N2 -2.4151 1.5189 0.3925
C7 -1.6842 2.6166 0.1216
O1 -2.1507 3.7306 -0.0377
C8 -0.2289 2.3610 0.0547
C9 0.7808 3.2489 -0.1495
C10 1.9879 2.4916 -0.1344
C11 3.3360 2.7392 -0.2752
C12 4.2074 1.6443 -0.1930
C13 5.6102 1.7779 -0.3272
C14 6.4285 0.6960 -0.2486
C15 5.8966 -0.6004 -0.0279
O2 6.8209 -1.5904 0.0266
C16 6.3779 -2.9095 0.2429
C17 4.5415 -0.7691 0.1104
C18 3.6718 0.3364 0.0315
N3 2.3516 0.0986 0.1721
C19 1.5746 1.1406 0.0886
O3 0.2350 1.0768 0.2021
H1 -5.3752 -1.4435 -2.3926
H2 -5.5395 -2.7485 -1.2162
H3 -4.6118 -3.0055 -2.6944
H4 -3.0445 -2.6682 -0.8225
H5 -2.9289 -1.3240 -1.9603
H6 -4.6646 -2.4769 0.8954
H7 -5.1688 -0.8776 1.4401
H8 -2.3714 -2.0519 1.8244
H9 -3.6349 -2.0200 3.0592
H10 -2.9336 -0.5110 2.4692
H11 -5.4697 0.3828 -0.4810
H12 -4.0597 0.6178 -1.5395
H13 -4.2181 1.3563 1.4226
H14 -4.1955 2.4884 0.0523
H15 -1.9746 0.6102 0.4341
H16 0.6679 4.3039 -0.2914
H17 3.7186 3.7355 -0.4447
H18 6.0195 2.7635 -0.4957
H19 7.4984 0.7857 -0.3510
H20 5.8634 -3.0046 1.2039
H21 7.2758 -3.5252 0.2496
H22 5.7127 -3.2433 -0.5592
H23 4.0868 -1.7306 0.2800

***

# 5
DFT (the ωB97M-V functional and the def2-TZVPD basis) results for an isolated molecule of C19H23N3O3S.

Output
F_max, Eh/bohr: 0.09355
SMILES string: CC1=CN2CCS(=O)(=O)N=C2C(c2ccc(OC3CCCCC3)cc2)=N1

Positions of all 49 atoms, in Å:
C1 -5.0333 1.8795 -2.2840
C2 -4.2163 0.6434 -1.9146
C3 -4.4400 -0.6370 -2.4135
N1 -3.5887 -1.7038 -2.0840
C4 -4.1442 -3.0823 -1.8742
C5 -3.2083 -4.2419 -1.8626
S1 -1.6056 -3.6393 -2.5308
O1 -1.7775 -3.2652 -3.9606
O2 -0.4304 -4.5430 -2.1891
N2 -1.3803 -2.1727 -1.6522
C6 -2.4716 -1.4008 -1.4772
C7 -2.4293 -0.0951 -0.7131
C8 -1.3580 0.2456 0.2489
C9 -0.8461 -0.8392 0.9574
C10 0.0942 -0.5707 1.9625
C11 0.6745 0.6218 2.0718
O3 1.8313 0.8324 2.8011
C12 3.0041 1.1720 2.0111
C13 3.5861 2.4318 2.6941
C14 5.1221 2.4459 2.4911
C15 5.4819 2.1075 1.0272
C16 5.1615 0.6537 0.7365
C17 4.0065 0.1097 1.5858
C18 0.1767 1.7025 1.3243
C19 -0.8780 1.6234 0.4507
N3 -3.2528 0.8735 -0.9486
H1 -5.8538 1.5148 -3.0418
H2 -4.4496 2.6165 -2.8740
H3 -5.5939 2.4661 -1.5556
H4 -5.2534 -0.7969 -3.0432
H5 -4.9364 -3.0218 -2.5964
H6 -4.6653 -3.0436 -0.9109
H7 -3.0368 -4.7126 -0.8431
H8 -3.6329 -4.9653 -2.5235
H9 -1.3046 -1.7986 0.7246
H10 0.4347 -1.4595 2.4742
H11 2.7796 1.6309 1.0172
H12 3.1650 3.4069 2.3735
H13 3.4282 2.2920 3.8129
H14 5.4993 3.4155 2.7688
H15 5.6207 1.7310 3.1888
H16 6.5129 2.2797 0.8392
H17 4.9514 2.6776 0.3915
H18 6.0603 0.1467 0.8877
H19 5.1404 0.4462 -0.3767
H20 4.4471 -0.4844 2.3769
H21 3.4334 -0.6494 1.0816
H22 0.5217 2.6842 1.3624
H23 -1.3468 2.4721 0.0078

***

# 6
DFT (the ωB97M-V functional and the def2-TZVPD basis) results for an isolated molecule of C19H23N3O4.

Output
F_max, Eh/bohr: 0.01421
SMILES string: CCOCCCNC(=O)[C@@H](NC(=O)c1ccc(=O)[nH]c1)c1ccccc1

Positions of all 49 atoms, in Å:
C1 -4.0302 -1.7762 -0.8223
C2 -2.5356 -1.9966 -1.0340
O1 -1.8238 -1.9939 0.1946
C3 -1.6898 -3.2601 0.8176
C4 -0.4449 -4.0242 0.3439
C5 0.8436 -3.4053 0.8858
N1 0.9740 -2.0324 0.4549
C6 2.0774 -1.5443 -0.1353
O2 3.1159 -2.1566 -0.2591
C7 1.9328 -0.0860 -0.6310
N2 0.7109 0.5387 -0.1696
C8 -0.3541 0.7423 -0.9774
O3 -0.3448 0.4648 -2.1642
C9 -1.5642 1.3018 -0.3193
C10 -1.8630 1.1682 1.0648
C11 -3.0272 1.6398 1.5698
C12 -4.0105 2.3010 0.7455
O4 -5.0766 2.7587 1.1051
N3 -3.6448 2.3833 -0.6025
C13 -2.5009 1.9019 -1.1135
C14 3.1351 0.7146 -0.1989
C15 3.4402 0.8165 1.1532
C16 4.5331 1.5539 1.5702
C17 5.3322 2.1959 0.6392
C18 5.0353 2.0950 -0.7088
C19 3.9405 1.3582 -1.1266
H1 -4.1952 -0.8477 -0.2811
H2 -4.4644 -2.5908 -0.2465
H3 -4.5331 -1.7223 -1.7836
H4 -2.3636 -2.9365 -1.5711
H5 -2.1165 -1.1822 -1.6293
H6 -2.5871 -3.8649 0.6452
H7 -1.6138 -3.0589 1.8909
H8 -0.4152 -4.0222 -0.7474
H9 -0.5134 -5.0579 0.6839
H10 0.8327 -3.4410 1.9828
H11 1.7228 -3.9496 0.5306
H12 0.1001 -1.5247 0.3865
H13 1.8723 -0.1250 -1.7254
H14 0.7011 0.8749 0.7797
H15 -1.1730 0.6531 1.7170
H16 -3.2772 1.5325 2.6134
H17 -4.3220 2.8360 -1.2057
H18 -2.3358 2.0015 -2.1768
H19 2.8303 0.3003 1.8822
H20 4.7656 1.6229 2.6227
H21 6.1878 2.7689 0.9646
H22 5.6591 2.5899 -1.4383
H23 3.7120 1.2780 -2.1790

***

# 7
DFT (the ωB97M-V functional and the def2-TZVPD basis) results for an isolated molecule of C19H23N3OS.

Output
F_max, Eh/bohr: 0.01731
SMILES string: COc1ccccc1N1CCN(C(=S)Nc2cccc(C)c2)CC1

Positions of all 47 atoms, in Å:
C1 -1.9627 2.2535 2.7317
O1 -0.7863 2.1194 1.9765
C2 -0.0175 0.9871 2.1515
C3 -0.4323 -0.0900 2.9152
C4 0.3957 -1.1831 3.1201
C5 1.6568 -1.1897 2.5647
C6 2.0725 -0.1297 1.7773
C7 1.2507 0.9663 1.5259
N1 1.6779 2.0556 0.7632
C8 0.7913 2.6565 -0.2135
C9 1.2829 2.3261 -1.6443
N2 2.0428 1.0937 -1.6149
C10 1.4540 -0.1336 -1.5024
S1 2.3592 -1.4982 -1.2680
N3 0.1065 -0.1911 -1.6959
C11 -0.7405 -1.2809 -1.4622
C12 -0.5575 -2.1372 -0.3837
C13 -1.4604 -3.1629 -0.1740
C14 -2.5434 -3.3370 -1.0156
C15 -2.7495 -2.4726 -2.0855
C16 -3.9323 -2.6565 -2.9882
C17 -1.8442 -1.4460 -2.2953
C18 3.3139 1.3251 -0.9564
C19 3.0540 2.1484 0.3374
H1 -1.7661 2.1654 3.8049
H2 -2.7208 1.5184 2.4392
H3 -2.3345 3.2546 2.5153
H4 -1.4082 -0.0848 3.3737
H5 0.0486 -2.0114 3.7183
H6 2.3221 -2.0253 2.7189
H7 3.0552 -0.1829 1.3412
H8 -0.2152 2.2749 -0.0675
H9 0.7733 3.7436 -0.0694
H10 1.9646 3.1003 -2.0074
H11 0.4494 2.2795 -2.3468
H12 -0.3201 0.5502 -2.2337
H13 0.2755 -1.9989 0.2845
H14 -1.3151 -3.8293 0.6629
H15 -3.2406 -4.1440 -0.8432
H16 -3.9210 -3.6536 -3.4258
H17 -4.8588 -2.5518 -2.4245
H18 -3.9304 -1.9246 -3.7921
H19 -1.9902 -0.7639 -3.1234
H20 3.9748 1.8713 -1.6361
H21 3.7607 0.3542 -0.7419
H22 3.7126 1.8259 1.1426
H23 3.2526 3.2088 0.1468

***

# 8
DFT (the ωB97M-V functional and the def2-TZVPD basis) results for C19H23NO2 as an isolated structure.

Output
F_max, Eh/bohr: 0.23414

Positions of all 45 atoms, in Å:
C1 -0.0303 -0.4161 4.0315
H1 -0.6892 0.1615 4.7547
O1 0.4974 0.4184 3.2769
C2 1.3287 -0.1227 2.1203
C3 1.9245 0.6961 1.1539
C4 2.8386 0.4434 0.1576
C5 3.0549 -0.8141 -0.1896
C6 2.2726 -1.9844 0.7872
C7 1.5622 -1.5818 1.8868
H2 1.0452 -2.2204 2.4395
H3 2.4797 -2.9339 0.7537
C8 3.7397 -1.5183 -1.1911
H4 4.6343 -1.1254 -1.4033
H5 3.6864 -2.4323 -1.2326
C9 3.0062 -0.9378 -2.5813
N1 1.7254 -0.8822 -2.6059
C10 0.7597 0.1623 -2.5863
O2 1.2331 1.3006 -2.5698
C11 -0.7735 -0.2986 -2.0334
C12 -0.7052 -0.6927 -0.6646
H6 -0.2130 -0.2208 -0.0653
H7 -0.1623 -1.6908 -0.5419
C13 -2.2016 -0.7933 -0.1177
C14 -2.6786 0.6772 -0.0397
C15 -3.8483 0.7937 -0.8009
C16 -4.3436 2.3323 -0.8125
C17 -3.8325 3.1439 -0.0132
C18 -2.8861 2.6440 1.2204
C19 -2.2434 1.4530 0.8871
H8 -1.6154 1.1065 1.5881
H9 -2.5104 3.2579 1.9589
H10 -4.2167 4.0107 0.2388
H11 -5.0262 2.6973 -1.4961
H12 -4.1259 0.3613 -1.8926
H13 -2.2406 -1.3515 0.6679
H14 -2.8440 -1.3766 -0.7305
H15 -1.3567 0.4770 -2.2587
H16 -0.8993 -0.7899 -2.8341
H17 1.2773 -1.8909 -2.3656
H18 3.6334 -1.2815 -3.3188
H19 3.2168 0.4380 -2.7132
H20 3.4716 1.3200 -0.3129
H21 1.9931 1.8548 1.5074
H22 0.7315 -1.1543 4.4090
H23 -0.6694 -1.2396 3.5319

***

# 9
DFT (the ωB97M-V functional and the def2-TZVPD basis) results for an isolated molecule of C19H23NO2.

Output
F_max, Eh/bohr: 0.01229
SMILES string: COc1ccc(CCCC(=O)N[C@H](C)c2ccccc2)cc1

Positions of all 45 atoms, in Å:
C1 -7.0896 0.0850 -1.6937
O1 -6.5017 -0.5251 -0.5717
C2 -5.3024 -0.0513 -0.1276
C3 -4.7594 -0.7083 0.9764
C4 -3.5499 -0.3074 1.5024
C5 -2.8468 0.7579 0.9512
C6 -1.5107 1.1769 1.4962
C7 -0.3618 0.7042 0.5965
C8 -0.3019 -0.8231 0.4995
C9 0.8578 -1.2154 -0.3970
O2 0.7475 -1.3942 -1.5916
N1 2.0392 -1.3140 0.2536
C10 3.3068 -1.5403 -0.4240
C11 3.9893 -2.7752 0.1547
C12 4.1216 -0.2643 -0.3593
C13 3.6129 0.8576 -1.0085
C14 4.2794 2.0668 -0.9600
C15 5.4707 2.1737 -0.2606
C16 5.9844 1.0646 0.3862
C17 5.3132 -0.1470 0.3413
C18 -3.3958 1.4075 -0.1438
C19 -4.6082 1.0161 -0.6850
H1 -8.0173 -0.4566 -1.8719
H2 -7.3182 1.1395 -1.5057
H3 -6.4489 0.0041 -2.5779
H4 -5.3077 -1.5337 1.4024
H5 -3.1455 -0.8299 2.3575
H6 -1.3758 0.7656 2.4988
H7 -1.4690 2.2664 1.5678
H8 0.5845 1.0856 0.9907
H9 -0.4961 1.1122 -0.4068
H10 -0.1841 -1.2597 1.4931
H11 -1.2266 -1.1927 0.0559
H12 2.0840 -1.1063 1.2387
H13 3.0382 -1.7318 -1.4704
H14 4.9310 -2.9594 -0.3548
H15 3.3453 -3.6404 0.0164
H16 4.1765 -2.6538 1.2199
H17 2.6861 0.7700 -1.5569
H18 3.8720 2.9270 -1.4707
H19 5.9960 3.1165 -0.2226
H20 6.9137 1.1396 0.9322
H21 5.7349 -0.9975 0.8538
H22 -2.8696 2.2407 -0.5876
H23 -4.9980 1.5499 -1.5375

***

# 10
DFT (the ωB97M-V functional and the def2-TZVPD basis) results for an isolated molecule of C19H23NO3.

Output
F_max, Eh/bohr: 0.07025
SMILES string: CN(CC1CC1)[C@@H]1Cc2ccc(O)c3c2[C@@H]2[C@H]1CCC(=O)[C@@H]2O3

Positions of all 46 atoms, in Å:
C1 3.1707 0.8802 -1.1689
N1 2.1676 0.7159 -0.0981
C2 2.4228 1.4202 1.1409
C3 3.2333 0.7120 2.2479
C4 3.4714 -0.8809 2.1845
C5 2.6104 -0.1746 3.3038
C6 0.8120 0.5302 -0.6518
C7 0.0440 1.7979 -0.9740
C8 -1.3633 1.4705 -1.4863
C9 -1.8183 1.7724 -2.7788
C10 -3.0351 1.3149 -3.1252
C11 -3.8029 0.5005 -2.3255
O1 -5.0398 0.1207 -2.6994
C12 -3.2734 0.0841 -1.1405
C13 -2.0858 0.5657 -0.7532
C14 -1.5608 0.0713 0.5032
C15 -0.0740 -0.4401 0.2292
C16 -0.1354 -1.9038 -0.2220
C17 -0.8610 -2.8099 0.8237
C18 -2.2833 -2.3132 1.1657
O2 -3.0889 -2.9461 1.8093
C19 -2.7238 -0.9741 0.7442
O3 -3.6855 -0.9271 -0.3251
H1 2.7072 1.5536 -1.8848
H2 3.3967 0.0050 -1.7138
H3 4.1554 1.3363 -0.7914
H4 1.4106 1.4799 1.4636
H5 2.8086 2.3979 0.8882
H6 4.1001 1.2556 2.7801
H7 4.4659 -1.1800 2.4186
H8 3.0522 -1.5101 1.3903
H9 3.0795 -0.2676 4.2587
H10 1.5734 -0.5406 3.3133
H11 0.9365 0.0037 -1.5826
H12 0.0382 2.4183 -0.0839
H13 0.5423 2.3902 -1.7446
H14 -1.1007 2.2868 -3.4270
H15 -3.5393 1.5155 -4.1106
H16 -5.1472 -0.5552 -2.0093
H17 -1.6172 0.8268 1.2739
H18 0.4548 -0.4609 1.1685
H19 -0.6940 -2.0034 -1.2501
H20 0.8628 -2.2981 -0.3900
H21 -0.9894 -3.7878 0.2987
H22 -0.3061 -3.0076 1.8213
H23 -3.2910 -0.4449 1.5092

***

For reference, DFT total energy by record: -30689.8370; -30689.4068; -30690.4441; -30689.3038; -41520.0296; -32737.9059; -37428.9757; -25646.4549; -25661.9843; -27705.1505 eV.
For reference, highest occupied orbital energy by record: -8.539; -7.384; -8.470; -8.044; -8.178; -8.791; -7.560; -8.138; -8.317; -8.106 eV.
For reference, relative energy (zero: lowest compared OMol25 entry of this formula, charge and spin) by record: 43.9; 53.8; 29.9; 56.2; 153.9; 43.6; 34.5; 375.7; 17.6; 112.9 kcal per mole.